Record 1
This record from the Open Molecules 2025 dataset describes one molecule with the formula C4H5FS at a distorted geometry. The level of theory is ωB97M-V/def2-TZVPD.

Element x y z (Å)
C: 0.492 -1.035 -0.196
C: 1.732 -0.580 0.052
C: -0.733 -0.196 -0.348
C: -0.692 1.103 0.331
F: 2.857 -1.245 0.034
S: 0.709 2.195 -0.058
H: 0.232 -2.105 0.066
H: -0.821 -0.035 -1.499
H: -1.755 -0.654 -0.087
H: -1.594 1.694 0.366
H: -0.426 0.858 1.339

Values from the calculation:
Lowest unoccupied orbital energy (spin up / spin down) = 0.95 / -2.00 eV
Largest force on an atom = 3.813 eV/A
DFT total energy = -653.283847 a.u.
HOMO-LUMO gap (spin up / spin down) = 9.4 / 7.1 eV
Energy relative to the best compared isomer or geometry (same formula, charge and spin) = 0.000 eV
Expectation value of S² = 2.01
Spin multiplicity = 3
HOMO energy (spin up / spin down) = -8.4129 / -9.1441 eV

natural (NBO) population analysis, charges in e, atoms 1 to 6:
1. C -0.44
2. C 0.46
3. C -0.44
4. C -0.57
5. F -0.32
6. S 0.15

Record 2
This record from the Open Molecules 2025 dataset describes C4H5FeLiO2 as an isolated structure at a distorted geometry. The level of theory is ωB97M-V/def2-TZVPD.

Element x y z (Å)
H: 0.040 -0.172 2.225
C: -0.443 -0.432 1.268
C: -0.823 0.608 0.423
O: -0.535 -1.690 0.986
Fe: -0.419 -3.323 2.068
H: -1.058 1.557 0.914
H: -1.491 0.329 -0.402
C: 0.904 1.478 -1.041
C: 1.195 0.358 -1.796
O: 0.848 -0.791 -1.880
Li: -0.277 -1.975 -0.846
H: 1.694 1.784 -0.348
H: 0.364 2.269 -1.571

Values from the calculation:
Lowest unoccupied orbital energy (spin up / spin down) = -3.89 / -5.47 eV
Largest force on an atom = 4.640 eV/A
DFT total energy = -1576.749288 a.u.
HOMO-LUMO gap (spin up / spin down) = 7.8 / 6.2 eV
Net charge = +1
Energy relative to the best compared isomer or geometry (same formula, charge and spin) = 0.000 eV
Expectation value of S² = 8.76
Spin multiplicity = 6
HOMO energy (spin up / spin down) = -11.6890 / -11.6724 eV

natural (NBO) population analysis, charges in e, atoms 1 to 6:
1. H 0.17
2. C 0.17
3. C -0.56
4. O -1.05
5. Fe 0.90
6. H 0.25

Record 3
This record from the Open Molecules 2025 dataset describes C4H5FeO2 as an isolated structure at a distorted geometry. The level of theory is ωB97M-V/def2-TZVPD.

Element x y z (Å)
H: -0.884 -1.318 -1.876
O: -2.230 0.735 0.576
C: -1.324 0.233 -0.298
C: -1.533 -1.081 -0.833
C: -0.372 -1.106 0.177
C: 0.899 -1.227 -0.412
O: 1.068 -1.271 -1.656
Fe: 2.401 -1.067 -2.881
H: -2.527 1.607 0.294
H: -0.713 0.949 -0.855
H: -2.412 -1.633 -0.499
H: -0.545 -1.533 1.162

Values from the calculation:
Lowest unoccupied orbital energy (spin up / spin down) = -11.85 / -12.61 eV
Largest force on an atom = 4.141 eV/A
DFT total energy = -1568.673801 a.u.
HOMO-LUMO gap (spin up / spin down) = 6.2 / 5.3 eV
Net charge = +2
Energy relative to the best compared isomer or geometry (same formula, charge and spin) = 1.342 eV
Expectation value of S² = 8.76
Spin multiplicity = 6
HOMO energy (spin up / spin down) = -18.0957 / -17.9551 eV

natural (NBO) population analysis, charges in e, atoms 1 to 6:
1. H 0.24
2. O -0.62
3. C 0.29
4. C -0.39
5. C -0.44
6. C 0.66

Record 4
This record from the Open Molecules 2025 dataset describes C4H5GaO5 as an isolated structure at a distorted geometry. The level of theory is ωB97M-V/def2-TZVPD.

Element x y z (Å)
O: 1.775 0.964 -0.400
C: 2.446 -0.149 -0.292
C: 0.026 0.423 0.137
O: 3.673 -0.052 -0.100
O: 1.753 -1.219 -0.070
C: 0.329 -1.020 -0.275
Ga: 3.407 1.736 -0.578
H: -0.371 1.022 -0.689
H: 0.249 0.627 1.190
H: 0.109 -1.191 -1.333
H: -0.180 -1.751 0.357
O: -3.917 -0.040 0.822
C: -2.820 0.377 0.130
O: -1.784 0.087 0.799
H: -4.696 0.188 0.303

Values from the calculation:
Lowest unoccupied orbital energy (spin up / spin down) = -12.22 / -10.19 eV
Largest force on an atom = 6.700 eV/A
DFT total energy = -2455.545238 a.u.
HOMO-LUMO gap (spin up / spin down) = 6.6 / 9.6 eV
Net charge = +2
Energy relative to the best compared isomer or geometry (same formula, charge and spin) = 0.250 eV
Spin multiplicity = 1
HOMO energy (spin up / spin down) = -18.7824 / -19.7511 eV

natural (NBO) population analysis, charges in e, atoms 1 to 6:
1. O -0.77
2. C 0.97
3. C 0.02
4. O -0.64
5. O -0.36
6. C -0.15

Record 5
This record from the Open Molecules 2025 dataset describes C4H5HgO2 as an isolated structure at a distorted geometry. The level of theory is ωB97M-V/def2-TZVPD.

Element x y z (Å)
O: -0.824 1.490 2.556
C: 0.169 0.610 2.152
H: -0.085 -0.448 2.414
H: 1.191 0.958 2.438
C: 0.066 0.720 0.605
C: 0.613 -0.525 -0.055
C: 1.593 -0.534 -0.932
O: 2.391 -0.531 -1.789
Hg: -2.008 0.429 -1.729
H: 0.660 1.585 0.266
H: 0.210 -1.512 0.195
H: -0.986 1.440 0.873

Values from the calculation:
Lowest unoccupied orbital energy = 3.36 eV
Largest force on an atom = 2.660 eV/A
DFT total energy = -459.229194 a.u.
HOMO-LUMO gap = 6.4 eV
Net charge = -1
Spin multiplicity = 1
HOMO energy = -2.9894 eV

natural (NBO) population analysis, charges in e, atoms 1 to 6:
1. O -0.94
2. C -0.05
3. H 0.09
4. H 0.11
5. C -0.58
6. C -0.55

Record 6
This record from the Open Molecules 2025 dataset describes C4H5HgO3 as an isolated structure at a distorted geometry. The level of theory is ωB97M-V/def2-TZVPD.

Element x y z (Å)
O: 0.359 -0.636 0.013
C: -0.205 -1.311 0.883
C: 0.562 -2.140 1.837
H: 1.571 -2.374 1.474
H: 0.604 -1.579 2.786
H: -0.018 -3.050 2.048
O: -1.775 1.033 -0.524
Hg: -2.812 -0.407 1.139
C: -0.626 0.999 -0.869
O: -0.165 1.357 -2.025
C: 0.648 2.455 -2.201
H: 1.090 2.504 -3.190
H: 0.767 3.148 -1.373

Values from the calculation:
Lowest unoccupied orbital energy (spin up / spin down) = -6.57 / -6.47 eV
Largest force on an atom = 4.986 eV/A
DFT total energy = -534.056495 a.u.
HOMO-LUMO gap (spin up / spin down) = 5.2 / 7.1 eV
Net charge = +1
Energy relative to the best compared isomer or geometry (same formula, charge and spin) = 3.714 eV
Expectation value of S² = 2.09
Spin multiplicity = 3
HOMO energy (spin up / spin down) = -11.8099 / -13.5768 eV

natural (NBO) population analysis, charges in e, atoms 1 to 6:
1. O -0.47
2. C 0.53
3. C -0.76
4. H 0.27
5. H 0.29
6. H 0.28

Among the records above, which one has the lowest DFT total energy? C4H5GaO5